{"formula": "C33H90ClN10O21", "method": "ωB97M-V/def2-TZVPD", "largest_force_ha_per_bohr": 0.2232, "total_charge": -1, "lumo_energy_ev": 1.9021, "e_tot_ha": -3898.5565, "elements": ["Cl", "O", "O", "O", "O", "O", "O", "O", "O", "O", "O", "O", "O", "O", "O", "O", "O", "O", "O", "O", "O", "O", "N", "N", "N", "N", "N", "N", "N", "N", "N", "N", "C", "C", "C", "C", "C", "C", "C", "C", "C", "C", "C", "C", "C", "C", "C", "C", "C", "C", "C", "C", "C", "C", "C", "C", "C", "C", "C", "C", "C", "C", "C", "C", "C", "H", "H", "H", "H", "H", "H", "H", "H", "H", "H", "H", "H", "H", "H", "H", "H", "H", "H", "H", "H", "H", "H", "H", "H", "H", "H", "H", "H", "H", "H", "H", "H", "H", "H", "H", "H", "H", "H", "H", "H", "H", "H", "H", "H", "H", "H", "H", "H", "H", "H", "H", "H", "H", "H", "H", "H", "H", "H", "H", "H", "H", "H", "H", "H", "H", "H", "H", "H", "H", "H", "H", "H", "H", "H", "H", "H", "H", "H", "H", "H", "H", "H", "H", "H", "H", "H", "H", "H", "H", "H"], "coordinates": [[-2.483, -0.018, -1.840], [1.869, -1.652, 4.868], [-4.836, -5.178, -4.744], [-3.031, 6.506, -2.765], [-0.883, -7.387, 1.588], [6.906, 5.262, 0.788], [-2.339, -1.335, -1.179], [1.063, -5.330, 3.223], [-3.759, 0.614, -1.820], [4.808, 3.853, -3.217], [-2.284, 2.653, -7.663], [-0.343, 7.543, 0.563], [8.800, -1.110, 2.581], [-6.112, 5.704, 0.448], [-4.130, 1.781, 3.554], [-1.506, 0.788, -1.154], [-2.079, -0.225, -3.206], [4.803, -2.890, 0.259], [2.892, -4.990, 9.118], [-2.353, 5.404, -8.965], [-1.461, 5.161, 1.189], [-11.404, -4.007, -3.324], [7.418, -3.233, 2.163], [-5.873, 0.834, 4.447], [-2.886, 6.599, -4.984], [-7.426, 3.939, 0.385], [-2.630, 4.664, -4.051], [4.343, 4.220, -0.432], [4.019, -2.125, 7.187], [-8.382, -3.994, -4.661], [-8.234, 5.887, 0.946], [-4.931, -0.205, 2.990], [5.948, -3.712, 0.029], [-12.616, -3.232, -3.129], [3.024, -3.541, 8.917], [-0.741, -5.994, 1.407], [-0.055, 5.261, 1.307], [-4.928, 0.863, 3.680], [0.914, -1.122, 4.016], [4.620, 4.023, -4.625], [4.913, 3.823, 0.912], [-7.170, 5.203, 0.600], [8.736, -3.258, 1.561], [-5.961, -4.296, -4.439], [6.512, -4.128, 1.413], [5.736, 4.943, 1.579], [3.891, 3.003, -1.133], [3.111, -3.241, 7.363], [1.651, -5.503, 8.819], [3.581, 3.394, -2.583], [-10.882, -3.618, -4.633], [7.811, 6.157, 1.475], [-1.504, 3.153, -8.800], [4.171, -1.772, 5.734], [-2.843, 5.962, -3.843], [4.101, -2.411, -0.872], [-7.228, -4.824, -5.032], [-9.677, -4.557, -5.051], [0.645, -5.484, 1.804], [3.116, -0.953, 5.037], [-2.255, 4.125, -9.570], [0.530, 6.460, 0.476], [9.529, -2.345, 2.504], [9.484, -0.161, 3.443], [-4.663, -6.107, -3.663], [-10.693, -2.545, -4.626], [3.724, -1.349, 7.763], [-3.292, 3.801, -9.661], [-2.845, 6.137, -5.881], [-8.349, -3.099, -5.129], [-5.712, -0.815, 3.186], [-1.711, 2.035, -7.203], [8.858, 0.717, 3.600], [-0.745, -7.518, 2.529], [-8.264, 3.461, 0.684], [4.355, -2.658, 5.126], [4.270, 5.055, -4.644], [0.909, -4.391, 3.352], [4.686, -2.223, -1.772], [3.515, -1.530, -0.609], [6.695, -3.086, -0.458], [5.889, 4.633, 2.613], [-2.668, 4.286, -4.986], [1.397, -1.241, 3.046], [-12.357, -2.196, -2.913], [0.135, 8.358, 0.394], [-9.839, -4.758, -6.110], [5.646, -4.332, 2.042], [5.123, 5.841, 1.660], [-7.390, -5.881, -4.822], [-8.164, 6.881, 1.108], [1.749, -6.585, 8.724], [1.403, -5.128, 7.826], [3.375, -3.195, -1.088], [-1.850, 4.213, -10.578], [-2.756, 5.999, -9.601], [3.555, -4.136, 6.927], [-5.524, -6.775, -3.676], [2.314, -2.921, 9.465], [-6.052, -4.093, -3.372], [1.485, -5.910, 1.254], [9.766, -2.759, 3.484], [-4.421, -0.403, 2.141], [-6.313, -0.048, 4.666], [8.606, 6.623, 0.893], [2.817, 4.171, -2.555], [-13.141, -3.718, -2.307], [5.684, 3.062, 0.785], [10.466, 0.149, 3.085], [10.402, -2.098, 1.899], [4.193, 3.317, 1.555], [-2.525, 4.066, -3.244], [5.793, -4.656, -0.494], [-5.567, -3.364, -4.845], [-0.979, -5.691, 0.387], [3.943, -3.373, 9.478], [-6.679, 3.374, 0.008], [-6.025, 1.689, 4.964], [8.416, 5.583, 2.177], [0.529, 6.103, -0.554], [7.027, -5.089, 1.409], [2.098, -3.114, 6.980], [-11.736, -3.819, -5.279], [-1.512, -5.534, 2.026], [-3.713, -6.640, -3.692], [7.186, -2.251, 2.205], [5.557, 3.856, -5.156], [0.758, -0.069, 4.251], [0.395, 4.317, 0.998], [2.946, 2.573, -0.798], [-7.299, -4.819, -6.120], [0.836, -5.334, 9.523], [9.766, -0.575, 4.411], [7.264, 6.871, 2.091], [3.012, 0.026, 5.506], [0.313, 5.464, 2.313], [9.197, -4.243, 1.643], [3.963, 3.311, -5.126], [0.603, -4.462, 1.428], [-13.294, -3.343, -3.975], [3.151, 2.582, -3.169], [-9.036, 5.326, 1.197], [8.722, -2.885, 0.537], [-1.183, 2.284, -9.375], [-2.878, 7.609, -5.006], [-0.580, 3.640, -8.491], [1.446, 6.847, 0.922], [5.070, -1.160, 5.664], [5.087, 4.613, -0.991], [4.686, 2.260, -1.190], [-4.572, -5.686, -2.661], [-9.891, -5.539, -4.628], [-0.050, -1.612, 4.153], [-1.773, 4.377, 1.647], [3.538, -0.707, 4.063]], "forces_ev_per_a": [[3.337, -1.873, 0.527], [1.359, -0.910, 2.376], [-0.318, -0.155, 1.693], [0.492, -0.137, 0.022], [-0.015, -0.452, -0.359], [0.175, 0.261, 0.684], [-1.924, 0.662, -0.240], [-1.165, -0.686, -1.571], [-1.090, -0.315, 0.556], [-0.877, -1.402, -0.054], [0.686, 0.871, -1.053], [-1.179, 1.014, 0.304], [1.059, 0.782, 1.500], [3.277, 1.412, -0.590], [0.443, 0.819, 0.073], [-0.116, 1.168, -0.057], [-0.203, 0.314, -0.770], [0.729, -0.063, 0.289], [0.554, 1.672, 1.150], [0.746, 0.317, 0.527], [0.471, 0.661, -0.073], [-0.443, 1.145, -0.918], [-0.386, -1.392, -1.177], [-8.092, 1.514, 7.994], [-0.165, 2.966, -3.790], [-0.241, -4.349, -0.781], [0.442, -2.216, 0.623], [-0.363, -1.313, 1.860], [-0.140, -0.295, -1.833], [-1.109, -0.703, 0.701], [-3.251, 1.575, 1.187], [0.538, -6.248, -4.165], [0.627, 0.651, 1.360], [0.869, -1.439, 0.526], [0.780, -1.615, -0.604], [0.371, -0.231, 1.395], [0.573, 0.689, 0.028], [7.015, 3.438, -4.279], [0.830, 0.937, -0.339], [0.403, 0.598, 0.819], [1.405, 0.667, -1.501], [0.285, 0.586, -0.067], [-0.129, 0.666, 2.238], [1.982, -0.038, -0.601], [-0.657, 0.570, 0.908], [-1.192, 0.343, -0.555], [0.137, 0.989, -1.734], [0.138, -0.349, 2.445], [-0.473, -0.654, -1.314], [0.713, 0.282, 0.120], [0.061, -1.914, 0.936], [-0.272, -1.180, 0.882], [0.719, -1.256, 1.988], [0.141, 0.341, 1.179], [-0.637, -0.107, 2.288], [-0.724, -0.988, 0.135], [-1.424, 0.548, -1.187], [-1.287, 1.109, 0.691], [0.402, 1.887, -0.036], [-0.957, -0.070, -0.767], [-2.151, 0.745, -1.242], [-1.261, -1.171, 0.195], [0.200, 1.075, -2.330], [-0.150, -0.565, -0.274], [-0.043, -0.058, -0.209], [0.471, 0.059, -0.154], [-0.049, 0.360, -0.301], [-0.094, -0.592, -0.281], [0.165, 0.085, 0.283], [0.507, 0.149, 0.039], [0.466, -0.215, -0.818], [-0.058, -0.119, 0.248], [-0.072, -0.208, -0.200], [0.009, -0.281, 0.092], [0.297, 0.234, -0.195], [-0.010, -0.303, 0.405], [-0.153, -0.003, -1.226], [0.131, -0.003, 0.548], [0.394, 0.083, 0.158], [0.335, 0.085, 0.168], [0.166, -0.209, -0.544], [0.902, -0.129, 0.081], [0.152, -0.197, 0.479], [-0.997, 0.298, -0.761], [-0.261, 0.095, -0.043], [-0.016, -0.128, -0.083], [0.502, 0.306, -0.662], [-0.249, 0.146, 0.026], [-0.091, 0.305, -0.111], [-0.113, 0.075, 0.755], [-0.110, -0.469, 0.158], [0.083, -0.087, 0.047], [-0.757, -0.120, -0.117], [-0.239, 0.033, -0.578], [0.271, -0.055, -0.092], [-0.028, -0.005, 0.046], [-0.022, 0.033, -0.147], [0.172, -0.446, 0.235], [-0.790, -0.319, -0.197], [-0.127, -0.404, 0.141], [-0.270, -0.648, 0.135], [-0.188, -0.103, -0.048], [0.258, 0.442, 0.330], [-0.282, 0.808, 0.407], [-0.805, 0.093, -0.894], [0.067, 0.430, -0.153], [0.158, 0.344, 0.300], [0.171, -0.541, -0.370], [-0.039, 0.112, -0.822], [0.907, -0.081, 0.604], [-0.390, 0.713, 0.053], [-0.222, -0.104, -0.294], [-0.567, 0.179, -0.532], [-0.773, 0.284, -0.332], [0.334, -0.368, -0.132], [0.418, 0.342, -0.706], [-0.082, 0.066, 0.262], [-0.261, -0.527, 0.412], [-0.121, -0.385, 0.393], [0.822, 0.223, -0.251], [0.099, -0.047, -0.563], [0.009, 0.215, -0.280], [0.194, 0.132, -0.657], [0.066, 0.569, 0.140], [-0.118, -0.202, -0.972], [-0.827, -0.099, -0.047], [0.320, 0.521, 0.322], [-0.121, 0.299, -0.275], [0.351, 0.045, -0.267], [0.188, 0.077, 0.751], [1.171, -0.095, -0.502], [0.053, 0.499, 0.294], [-0.603, -0.424, 0.283], [-0.065, 0.357, -0.318], [-0.540, 0.107, 0.448], [-0.502, -0.167, 0.615], [-0.170, -0.196, -0.327], [-0.612, -0.003, 0.507], [0.169, 0.282, -0.199], [0.112, 0.311, -0.358], [0.155, -0.347, 0.127], [-0.190, 0.946, 0.049], [0.431, 0.017, -0.199], [-0.271, 0.088, -0.485], [-0.200, -0.365, 0.246], [0.148, 0.057, 0.492], [0.688, -1.060, -0.439], [0.190, 0.009, -0.063], [0.240, 0.082, 0.025], [0.010, -0.421, 0.315], [-0.489, 0.825, -0.021], [0.326, 0.082, 0.607], [0.275, -0.327, -0.224], [0.069, -0.131, -0.014], [-0.003, -0.103, -0.502]], "mulliken_charge": [1.557, -0.167, -0.355, -0.659, -0.534, -0.310, -0.665, -0.472, -0.603, -0.331, -0.527, -0.534, -0.267, -0.586, -0.679, -0.610, -0.679, -0.195, -0.375, -0.506, -0.480, -0.339, -0.261, -0.369, -0.322, -0.371, -0.279, -0.285, -0.278, -0.321, -0.403, -0.346, -0.334, -0.717, -0.599, -0.394, -0.368, 0.635, -0.779, -0.758, -0.673, 0.622, -0.622, -0.534, -1.003, -0.670, -0.674, -0.297, -0.601, -0.652, -0.447, -0.742, -0.401, -0.900, 0.616, -0.803, -0.399, -0.774, -0.396, -0.477, -0.413, -0.268, -0.677, -0.830, -0.705, 0.316, 0.276, 0.282, 0.128, 0.257, 0.119, 0.296, 0.252, 0.298, 0.156, 0.336, 0.297, 0.285, 0.293, 0.259, 0.335, 0.438, 0.136, 0.276, 0.275, 0.291, 0.368, 0.346, 0.352, 0.255, 0.219, 0.243, 0.243, 0.291, 0.327, 0.286, 0.250, 0.267, 0.337, 0.377, 0.298, 0.430, 0.230, 0.175, 0.266, 0.330, 0.254, 0.319, 0.319, 0.402, 0.478, 0.184, 0.319, 0.306, 0.346, 0.313, 0.227, 0.231, 0.278, 0.191, 0.490, 0.293, 0.343, 0.272, 0.285, 0.303, 0.233, 0.328, 0.272, 0.411, 0.300, 0.262, 0.318, 0.300, 0.374, 0.292, 0.350, 0.295, 0.284, 0.320, 0.495, 0.141, 0.282, 0.366, 0.194, 0.294, 0.317, 0.342, 0.288, 0.322, 0.293, 0.376, 0.214, 0.277, 0.396]}